The following is a DFT calculation (ωB97M-V with the def2-TZVPD basis set) of a molecular structure, C5H15AsBiN2O2Te4.

Values from the calculation:
Total charge: +1
Kohn-Sham gap, eV: 5.43
HOMO energy, eV: -9.937

Element x y z (Å)
1 Bi -1.21 -1.78 0.88
2 Te -1.09 -4.71 -0.64
3 Te -3.71 -4.04 -1.35
4 Te -3.42 -1.57 2.90
5 Te -4.16 -1.61 0.33
6 C -0.08 1.96 0.34
7 As -0.07 1.35 2.17
8 C -1.36 2.13 3.34
9 C 1.65 1.95 2.88
10 O -0.17 -0.45 2.20
11 H 0.41 2.92 0.27
12 H -0.94 2.13 -0.29
13 H 0.44 1.17 -0.14
14 H -2.27 1.64 3.00
15 H -1.20 3.18 3.22
16 H -1.03 1.62 4.28
17 H 2.53 1.27 2.64
18 H 1.71 2.30 3.96
19 H 2.04 2.85 2.38
20 C 2.41 -0.25 -2.68
21 N 1.30 -0.85 -3.42
22 C 0.28 -1.39 -2.66
23 N -0.52 -2.24 -3.37
24 O 0.29 -1.25 -1.41
25 H 3.08 0.22 -3.39
26 H 2.81 -0.97 -1.93
27 H 2.15 0.62 -2.01
28 H 1.14 -0.65 -4.41
29 H -0.12 -2.52 -4.33
30 H -0.88 -3.03 -2.75

The following is a DFT calculation (ωB97M-V with the def2-TZVPD basis set) of a molecular structure, C5H15AsIO4S.

Values from the calculation:
Total charge: -1
Kohn-Sham gap, eV: 7.14
HOMO energy, eV: -4.480

Element x y z (Å)
1 C -3.69 1.10 -0.70
2 C -2.73 -0.15 -0.59
3 C -1.32 0.32 -1.09
4 I -1.25 -0.10 -3.25
5 As 0.23 -0.58 -0.11
6 C 1.60 0.58 -1.06
7 O 2.63 1.10 -0.18
8 O 2.59 2.53 -0.17
9 S 1.89 -1.82 0.95
10 C 2.36 -1.01 2.55
11 O 3.10 -2.04 0.10
12 O 1.28 -3.14 1.35
13 H -3.68 1.41 -1.75
14 H -4.70 0.84 -0.33
15 H -3.24 1.87 -0.05
16 H -3.06 -0.96 -1.25
17 H -2.73 -0.44 0.47
18 H -1.29 1.41 -1.01
19 H 0.27 -1.68 -1.23
20 H -0.79 -1.40 0.73
21 H 0.21 0.51 1.06
22 H 1.06 1.45 -1.46
23 H 2.07 0.10 -1.94
24 H 1.92 2.78 0.48
25 H 1.45 -0.94 3.16
26 H 2.78 -0.04 2.28
27 H 3.06 -1.68 3.05

The following is a DFT calculation (ωB97M-V with the def2-TZVPD basis set) of a molecular structure, C5H15BN3O2.

Values from the calculation:
Total charge: +1
Kohn-Sham gap, eV: 9.07
HOMO energy, eV: -12.146

Element x y z (Å)
1 B 1.20 2.01 -0.15
2 C 2.15 -1.00 -0.24
3 C -2.74 -0.35 1.17
4 C -2.46 -0.32 -0.32
5 C -1.25 0.74 -0.62
6 C 0.10 0.35 0.07
7 N 2.69 -1.95 -0.99
8 N 2.63 -0.68 0.92
9 N 0.84 -0.78 -0.52
10 O 1.41 2.46 -1.40
11 O 1.64 2.44 1.05
12 H -3.64 -0.99 1.17
13 H -2.02 -0.91 1.78
14 H -3.06 0.52 1.62
15 H -2.18 -1.23 -0.72
16 H -3.32 0.13 -0.88
17 H -0.96 0.74 -1.68
18 H -1.54 1.64 -0.03
19 H 0.15 0.29 1.15
20 H 3.66 -1.94 -0.88
21 H 2.32 -2.16 -1.92
22 H 3.58 -0.86 1.19
23 H 2.05 -0.24 1.60
24 H 0.46 -1.00 -1.38
25 H 1.82 3.35 -1.55
26 H 2.43 3.00 1.10

The following is a DFT calculation (ωB97M-V with the def2-TZVPD basis set) of a molecular structure, C5H15InN.

Values from the calculation:
Total charge: -1
Kohn-Sham gap, eV: 6.80
HOMO energy, eV: -3.419

Element x y z (Å)
1 C -2.55 -1.10 -1.59
2 C -1.18 -0.19 -1.28
3 C 0.17 -1.11 -1.27
4 In 1.20 -1.31 0.74
5 C 0.83 0.37 2.20
6 N 0.40 1.69 1.59
7 C 1.38 2.23 0.57
8 H -2.59 -1.45 -2.70
9 H -3.48 -0.43 -1.32
10 H -2.53 -2.02 -0.84
11 H -1.05 0.65 -2.12
12 H -1.38 0.33 -0.25
13 H 0.98 -0.74 -2.05
14 H -0.16 -2.20 -1.63
15 H 3.00 -1.34 0.40
16 H 0.83 -2.95 1.45
17 H 1.83 0.50 2.84
18 H 0.00 0.05 2.98
19 H -0.59 1.68 1.26
20 H 2.21 1.49 0.24
21 H 0.77 2.71 -0.32
22 H 1.93 3.15 1.10

The following is a DFT calculation (ωB97M-V with the def2-TZVPD basis set) of a molecular structure, C5H15MnN4O13S.

Values from the calculation:
Spin multiplicity: 6
Total charge: -1
Kohn-Sham gap (alpha / beta), eV: 6.39 / 6.40
HOMO energy (alpha / beta), eV: -4.360 / -4.372

Element x y z (Å)
1 Mn 5.77 -9.28 3.27
2 C 5.39 -6.52 1.60
3 O 6.02 -7.38 2.50
4 H 6.10 -5.94 1.02
5 H 4.85 -7.05 0.82
6 H 4.71 -5.87 2.15
7 S 5.10 -11.95 3.55
8 O 3.87 -12.61 4.08
9 O 5.94 -13.14 3.36
10 O 4.89 -11.01 2.47
11 O 5.65 -11.05 4.51
12 C 5.80 -6.29 6.10
13 N 4.99 -7.52 6.10
14 O 5.39 -8.50 5.49
15 O 3.97 -7.54 6.81
16 H 6.65 -6.46 5.45
17 H 6.04 -6.00 7.12
18 H 5.04 -5.62 5.70
19 C 8.28 -12.20 0.89
20 N 8.41 -10.89 1.64
21 O 7.36 -10.18 1.66
22 O 9.45 -10.52 2.21
23 H 8.68 -12.11 -0.12
24 H 7.19 -12.32 0.88
25 H 8.85 -12.95 1.44
26 C 8.93 -10.98 5.57
27 N 8.90 -9.65 4.92
28 O 7.84 -9.29 4.33
29 O 9.87 -8.91 5.30
30 H 9.80 -11.26 6.16
31 H 8.71 -11.72 4.80
32 H 8.05 -10.94 6.20
33 C 1.78 -10.13 2.63
34 N 2.30 -9.20 3.71
35 O 3.48 -8.80 3.66
36 O 1.54 -8.97 4.69
37 H 1.87 -11.15 3.00
38 H 2.45 -10.08 1.77
39 H 0.73 -9.90 2.47

The following is a DFT calculation (ωB97M-V with the def2-TZVPD basis set) of a gas-phase ion, C5H15N2 (charge +1).

Values from the calculation:
SMILES string: CC[C@H]([NH3+])CNC
Total charge: +1
Kohn-Sham gap, eV: 8.48
HOMO energy, eV: -12.026

Element x y z (Å)
1 C -0.51 -0.39 -0.57
2 N -1.74 0.34 -0.58
3 C -2.99 -0.19 -1.12
4 C 0.25 -0.12 0.74
5 N 1.01 -1.33 1.25
6 C 2.30 0.88 -0.38
7 C 1.19 1.07 0.69
8 H -0.76 -1.47 -0.61
9 H 0.12 -0.16 -1.43
10 H -1.83 1.12 0.04
11 H -3.10 0.13 -2.16
12 H -3.83 0.35 -0.68
13 H -3.11 -1.25 -0.92
14 H -0.57 -0.04 1.44
15 H 1.97 -1.29 0.91
16 H 0.57 -2.18 0.92
17 H 1.06 -1.28 2.27
18 H 1.95 1.44 -1.24
19 H 2.51 -0.16 -0.62
20 H 3.23 1.33 -0.10
21 H 1.60 1.22 1.70
22 H 0.67 1.99 0.46

The following is a DFT calculation (ωB97M-V with the def2-TZVPD basis set) of 2 unconnected molecules or ions with the total composition C5H15N2.

Values from the calculation:
Total charge: +1
Kohn-Sham gap, eV: 4.85
HOMO energy, eV: -11.820

Element x y z (Å)
1 C 0.32 0.71 0.56
2 C -0.50 -0.49 0.84
3 C -1.22 -1.15 -0.20
4 C -2.50 -0.27 -0.60
5 C -3.20 0.15 0.69
6 N 4.84 0.66 -0.95
7 N 1.61 0.35 -0.06
8 H 0.54 1.26 1.48
9 H -0.22 1.39 -0.10
10 H 5.71 0.77 -0.46
11 H -0.34 -0.97 1.80
12 H -0.55 -1.19 -1.06
13 H -1.61 -2.13 0.06
14 H -3.12 -0.94 -1.16
15 H -2.13 0.55 -1.21
16 H -4.15 0.64 0.51
17 H -2.57 0.86 1.23
18 H 4.82 0.57 -1.95
19 H -3.35 -0.73 1.32
20 H 4.04 0.43 -0.41
21 H 1.53 -0.17 -0.93
22 H 2.06 -0.29 0.60

The following is a DFT calculation (ωB97M-V with the def2-TZVPD basis set) of a gas-phase ion, C5H15N2 (charge +1).

Values from the calculation:
SMILES string: C[NH+](C)C(C)(C)N
Total charge: +1
Kohn-Sham gap, eV: 11.06
HOMO energy, eV: -13.996

Element x y z (Å)
1 C -1.32 1.05 0.73
2 C -0.88 0.09 -1.61
3 C 1.42 -1.26 0.58
4 C 1.62 0.99 -0.32
5 C -0.68 -0.08 -0.09
6 N -1.44 -1.24 0.41
7 N 0.77 0.01 0.44
8 H -0.79 1.99 0.58
9 H -2.28 1.25 0.39
10 H -1.25 0.60 1.71
11 H 0.05 -0.30 -2.08
12 H -1.80 -0.41 -1.76
13 H -1.08 1.06 -1.84
14 H 1.48 -1.77 -0.46
15 H 2.45 -0.91 0.94
16 H 0.88 -1.94 1.25
17 H 2.18 0.44 -1.03
18 H 1.02 1.71 -0.88
19 H 2.18 1.59 0.36
20 H -1.37 -2.13 -0.04
21 H -1.75 -1.21 1.34
22 H 0.59 0.48 1.37

The following is a DFT calculation (ωB97M-V with the def2-TZVPD basis set) of a gas-phase ion, C5H15N2 (charge +1).

Values from the calculation:
SMILES string: CCNCC[NH2+]C
Total charge: +1
Kohn-Sham gap, eV: 10.27
HOMO energy, eV: -13.255

Element x y z (Å)
1 C 0.14 0.01 1.53
2 N -1.22 0.01 0.98
3 C -1.84 1.18 0.34
4 C -0.96 1.88 -0.68
5 C 1.16 -0.19 0.41
6 N 0.75 -1.48 -0.23
7 C 1.37 -1.65 -1.57
8 H 0.34 0.92 2.03
9 H 0.20 -0.81 2.24
10 H -1.78 -0.41 1.71
11 H -2.70 0.74 -0.17
12 H -2.07 1.94 1.09
13 H -1.45 2.79 -1.02
14 H -0.61 1.24 -1.48
15 H -0.06 2.25 -0.18
16 H 2.14 -0.25 0.87
17 H 1.12 0.58 -0.34
18 H -0.28 -1.34 -0.21
19 H 0.97 -2.29 0.35
20 H 2.32 -1.12 -1.63
21 H 0.72 -1.34 -2.36
22 H 1.75 -2.67 -1.68

The following is a DFT calculation (ωB97M-V with the def2-TZVPD basis set) of a molecular structure, C5H15N2.

Values from the calculation:
Total charge: +1
Kohn-Sham gap, eV: 11.38
HOMO energy, eV: -13.993

Element x y z (Å)
1 C 0.39 1.88 0.67
2 C -1.19 1.38 -1.31
3 C 1.44 -0.92 0.70
4 C -0.89 -0.87 0.95
5 C 0.16 -1.53 -1.13
6 N 0.35 0.78 -0.37
7 N 0.25 -0.60 0.00
8 H 1.01 1.66 1.56
9 H 0.84 2.69 0.17
10 H -0.48 2.22 1.08
11 H -0.79 2.19 -1.91
12 H -1.41 0.45 -1.86
13 H -1.78 1.92 -0.46
14 H 2.23 -0.54 0.16
15 H 1.52 -0.49 1.67
16 H 1.72 -2.03 0.75
17 H -1.87 -0.48 0.51
18 H -1.07 -1.99 1.13
19 H -0.72 -0.48 1.97
20 H -0.95 -1.75 -1.28
21 H 0.52 -1.06 -2.07
22 H 0.71 -2.44 -0.97

E (computed, eV): -108348.1642, -93386.8901, -14665.4391, -12088.3408, -80152.0260, -8401.2575, -8399.0974, -8401.0251, -8401.6408, -8397.9516